The following is a DFT calculation (ωB97M-V/def2-TZVPD) of a 10-piece molecular cluster, C40H80O28 overall at a distorted geometry.

Each line ends with the Mulliken charge.
Geometry (Å):
C: 2.7253 0.8773 1.3596  -0.988
C: 1.6237 1.4984 0.4869  0.334
O: 0.8908 0.4108 0.0882  -0.256
C: -0.2166 0.6714 -0.5896  0.158
O: -0.9319 1.7093 -0.5163  0.046
O: -0.4632 -0.3205 -1.3662  -0.277
C: -1.6906 -0.2974 -2.1761  -0.634
H: 2.2483 0.4832 2.2569  -0.239
H: 3.5314 1.5983 1.4956  0.523
H: 3.1622 0.0491 0.8017  0.324
H: 2.0140 2.0213 -0.3863  0.358
H: 1.0930 2.2760 1.0363  -0.255
H: -2.5441 0.2164 -1.7338  0.241
H: -1.9589 -1.3457 -2.3077  0.190
H: -1.4589 0.0956 -3.1660  0.432
C: 1.9145 -2.1724 -2.7534  -0.659
C: 2.7113 -2.3592 -3.9781  -0.395
O: 2.6111 -3.7651 -4.3748  -0.277
C: 3.6270 -4.2235 -5.1141  0.778
O: 4.4691 -3.4782 -5.6507  -0.603
O: 3.6305 -5.5073 -5.0929  -0.307
C: 4.4504 -6.2106 -5.9566  -0.688
H: 2.3980 -1.3462 -2.2321  0.173
H: 2.1359 -3.1134 -2.2499  0.327
H: 0.8385 -2.0388 -2.8650  0.135
H: 3.7449 -2.0647 -3.7963  0.362
H: 2.2778 -1.7275 -4.7534  0.268
H: 4.0848 -7.2368 -5.9899  0.247
H: 5.5227 -6.1430 -5.7730  0.300
H: 4.4599 -5.8058 -6.9686  0.321
C: 4.5310 -4.1030 5.7160  -1.081
C: 5.3966 -3.8904 4.5244  -0.242
O: 6.2167 -2.6801 4.6262  -0.360
C: 5.5955 -1.4234 4.4204  0.701
O: 4.4728 -1.1516 4.0012  -0.480
O: 6.4980 -0.4773 4.6126  -0.366
C: 6.3096 0.7875 4.0441  -0.196
H: 3.8936 -4.9865 5.6804  0.367
H: 3.9866 -3.1651 5.8265  0.290
H: 5.2297 -4.2858 6.5323  0.272
H: 4.7668 -3.9016 3.6349  0.257
H: 5.9305 -4.8138 4.2999  0.426
H: 5.9569 0.8190 3.0132  -0.094
H: 7.2585 1.3154 3.9489  0.203
H: 5.7059 1.2633 4.8169  0.230
C: -9.3248 -4.5404 -0.9729  -0.848
C: -9.3405 -2.9949 -0.7241  -0.284
O: -8.0364 -2.4588 -0.9632  -0.128
C: -7.8870 -1.2248 -1.0604  0.563
O: -8.6478 -0.3800 -0.8055  -0.545
O: -6.5838 -1.0016 -1.5878  -0.148
C: -6.0300 0.3373 -1.6714  -0.800
H: -10.3652 -4.8657 -0.9734  0.420
H: -8.7315 -5.0190 -0.1938  0.285
H: -8.8882 -4.9090 -1.9012  -0.014
H: -9.5691 -2.8673 0.3340  0.280
H: -10.1415 -2.5895 -1.3423  0.334
H: -4.9982 0.3870 -2.0195  0.150
H: -5.9747 1.1058 -0.9003  0.385
H: -6.5552 0.9297 -2.4206  0.335
C: -3.4324 -4.1234 -0.8168  -1.030
C: -4.7726 -4.9597 -1.1574  -0.303
O: -5.2941 -4.6694 -2.4107  -0.201
C: -6.2345 -5.5408 -2.9240  0.710
O: -6.7384 -6.4437 -2.2732  -0.579
O: -6.5525 -5.1713 -4.1362  -0.348
C: -7.6876 -5.6032 -4.8989  -0.642
H: -3.2188 -3.5098 -1.6921  0.156
H: -2.4310 -4.5456 -0.7329  0.461
H: -3.5516 -3.4958 0.0663  0.278
H: -5.5720 -4.8050 -0.4328  0.263
H: -4.5042 -6.0160 -1.1714  0.388
H: -7.8648 -5.0522 -5.8226  0.256
H: -8.6365 -5.6922 -4.3699  0.261
H: -7.4648 -6.6121 -5.2463  0.317
C: -1.7423 4.8328 -0.2182  -0.663
C: -0.2061 4.8075 -0.0844  -0.128
O: 0.1102 4.9771 1.2902  -0.307
C: 1.3934 5.0819 1.6044  0.882
O: 2.3312 4.7978 0.8373  -0.654
O: 1.4651 5.4040 2.8751  -0.355
C: 2.7810 5.3047 3.4262  -0.245
H: -2.0528 4.7889 -1.2621  0.183
H: -2.0647 5.7715 0.2323  0.497
H: -2.2239 4.0605 0.3816  -0.266
H: 0.1043 5.7108 -0.6095  0.467
H: 0.3038 3.9709 -0.5620  0.116
H: 2.8416 5.8581 4.3633  0.212
H: 3.5781 5.8222 2.8923  0.331
H: 3.0060 4.2738 3.6995  -0.103
C: 6.9172 -2.1112 0.6413  -1.177
C: 6.6803 -0.5513 0.5768  0.350
O: 6.7523 0.1019 -0.7478  -0.327
C: 6.5505 1.4324 -0.8629  0.810
O: 6.3681 2.2237 0.0917  -0.618
O: 6.5265 1.7163 -2.2118  -0.327
C: 6.2119 2.9979 -2.8201  -0.583
H: 7.2946 -2.3674 1.6313  0.291
H: 7.6437 -2.5072 -0.0683  0.370
H: 5.9098 -2.4971 0.4854  0.300
H: 7.2852 0.0335 1.2698  0.339
H: 5.6658 -0.4115 0.9500  -0.159
H: 5.8849 2.9806 -3.8597  0.253
H: 7.1050 3.6175 -2.7378  0.285
H: 5.4250 3.4782 -2.2386  0.248
C: 1.0086 0.7983 4.9070  -1.141
C: 2.3289 1.6780 4.7509  1.300
O: 2.4706 2.5210 5.8697  -0.382
C: 3.5185 3.2843 6.0853  0.872
O: 4.5149 3.4439 5.2582  -0.586
O: 3.4079 3.9063 7.2492  -0.381
C: 4.3918 4.9757 7.5615  -0.575
H: 0.8622 0.2410 3.9817  0.394
H: 0.1648 1.4707 5.0616  0.077
H: 1.0877 0.2407 5.8402  0.373
H: 2.3214 2.1231 3.7560  -0.156
H: 3.1986 1.0259 4.6705  -0.365
H: 5.4267 4.7159 7.7841  0.272
H: 3.9975 5.5337 8.4108  0.254
H: 4.3849 5.5410 6.6296  0.252
C: -2.4512 3.5197 4.3338  -1.427
C: -2.6629 3.3330 2.8807  0.536
O: -3.1887 2.0456 2.6697  -0.349
C: -3.6814 1.6894 1.3972  0.670
C: -4.1235 0.1780 1.4457  -0.659
O: -3.8574 2.3976 0.4033  -0.571
H: -1.9632 4.4772 4.5158  0.396
H: -1.8345 2.7412 4.7831  0.168
H: -3.3882 3.3563 4.8661  0.395
H: -3.4039 3.9796 2.4107  0.367
H: -1.6982 3.5515 2.4229  -0.161
H: -3.3051 -0.4116 1.0325  0.167
H: -5.0388 0.0376 0.8707  0.040
H: -4.0925 -0.1215 2.4933  0.414
C: -2.6786 0.7022 -7.1976  -1.217
C: -3.2497 1.9523 -6.5867  -0.186
O: -2.5939 2.3147 -5.4204  -0.264
C: -3.1878 2.4845 -4.3111  0.511
C: -2.3341 3.1369 -3.2306  -0.543
O: -4.3666 2.2158 -4.0229  -0.638
H: -2.7400 -0.1963 -6.5835  0.303
H: -1.6026 0.8025 -7.3399  0.307
H: -3.1369 0.4604 -8.1565  0.391
H: -3.1416 2.7868 -7.2795  0.302
H: -4.3142 1.7434 -6.4809  0.303
H: -1.8521 4.0164 -3.6573  0.508
H: -1.6413 2.4383 -2.7615  -0.040
H: -3.0219 3.5441 -2.4895  0.202

energy	-100103.05033	eV
SMILES string	CCOC(=O)OC.CCOC(=O)OC.CCOC(=O)OC.CCOC(=O)OC.CCOC(=O)OC.CCOC(=O)OC.CCOC(=O)OC.CCOC(=O)OC.CCOC(C)=O.CCOC(C)=O
relative energy (zero: lowest compared OMol25 entry of this formula, charge and spin)	6.961	eV
HOMO-LUMO gap	10.39	eV
spin multiplicity	1
LUMO energy	0.40	eV